# C4H9NO

A single C4H9NO molecule (ωB97M-V/def2-TZVPD, OMol25).

Geometry as ORCA input:
```
! wB97M-V def2-TZVPD RIJCOSX def2/J DEFGRID3
* xyz 0 1
C -1.1385 -2.0016 0.8709
C -0.3392 -0.9201 0.8775
O 0.8472 -0.8859 1.5454
N -0.6184 0.2840 0.2771
C 0.3577 1.3025 -0.0669
C 0.5661 1.4425 -1.5743
H -2.0399 -2.0300 0.2733
H -0.9466 -2.8344 1.5383
H 1.0352 -1.7949 1.8099
H -1.4940 0.3111 -0.2210
H 1.2945 1.0447 0.4320
H 0.0318 2.2666 0.3495
H 1.2957 2.2315 -1.7921
H -0.3746 1.7138 -2.0713
H 0.9272 0.5036 -2.0083
*
```

SMILES ... C=C(O)NCC
Energy relative to the best compared isomer or geometry (same formula, charge and spin) ... 32.6 kcal per mole
Gap between HOMO and LUMO ... 8.606 eV
LUMO energy ... 0.0334 Ha
HOMO energy ... -7.696 eV

Mulliken population analysis, charges in e, atoms 1 to 2:
1 C -1.166
2 C 0.892


# C4H9NO

2 unconnected molecules or ions with the total composition C4H9NO (ωB97M-V/def2-TZVPD, OMol25).

Geometry as ORCA input:
```
! wB97M-V def2-TZVPD RIJCOSX def2/J DEFGRID3
* xyz 0 1
C -2.0265 0.3761 -0.9718
C -0.6706 -1.8646 1.3684
O 0.0243 -0.8945 1.9275
C 0.7176 -0.0247 1.0831
N 1.4116 -0.4551 0.1415
C 2.1261 0.5114 -0.6653
H -2.1209 1.0863 -0.1439
H -1.3602 0.7926 -1.7327
H -3.0140 0.2086 -1.4096
H -1.0312 -2.4112 2.2737
H -1.6214 -0.5710 -0.6014
H 0.5952 1.0086 1.4203
H 1.7558 0.4475 -1.6931
H 3.1857 0.2393 -0.6805
H 2.0285 1.5506 -0.3163
*
```

Energy relative to the best compared isomer or geometry (same formula, charge and spin) ... 110.1 kcal per mole
Gap between HOMO and LUMO ... 9.335 eV
LUMO energy ... 0.0171 Ha
HOMO energy ... -8.870 eV

Mulliken population analysis, charges in e, atoms 1 to 2:
1 C -0.874
2 C -0.267


# C4H9NO

2 unconnected molecules or ions with the total composition C4H9NO at a distorted geometry (ωB97M-V/def2-TZVPD, OMol25).

Geometry as ORCA input:
```
! wB97M-V def2-TZVPD RIJCOSX def2/J DEFGRID3
* xyz 0 1
C -0.7796 0.9587 0.1446
C -1.5043 -0.2342 0.1350
N -2.8111 -0.2980 -0.2957
O -1.2371 -1.2620 0.8500
H -0.4616 1.0754 1.2077
H -1.4100 1.9474 -0.1287
H 0.1627 0.9030 -0.4375
H -3.0290 -1.3821 -0.6097
H -2.9217 0.3147 -1.0107
C 2.4877 -0.8611 -0.3595
C 2.1631 0.2102 0.3882
H 3.4618 -0.9527 -0.8339
H 1.7835 -1.6865 -0.5789
H 2.8861 0.9955 0.5388
H 1.2094 0.2718 0.9903
*
```

SMILES ... CC(N)=O.C=C
Energy relative to the best compared isomer or geometry (same formula, charge and spin) ... 67.9 kcal per mole
Gap between HOMO and LUMO ... 10.515 eV
LUMO energy ... 0.0298 Ha
HOMO energy ... -9.703 eV

Mulliken population analysis, charges in e, atoms 1 to 2:
1 C -0.994
2 C 0.744


# C4H9NO

A single C4H9NO molecule (ωB97M-V/def2-TZVPD, OMol25).

Geometry as ORCA input:
```
! wB97M-V def2-TZVPD RIJCOSX def2/J DEFGRID3
* xyz 0 1
C 0.7476 0.1345 -1.0704
C 0.2241 2.0752 0.7113
O 0.2310 1.0143 1.5687
C -0.0845 -0.1583 1.1636
N -0.3267 -0.3735 -0.1669
C -0.8127 -1.7096 -0.4755
H 1.6769 0.3717 -0.5441
H 0.9479 -0.6791 -1.7653
H 0.4626 1.0321 -1.6270
H 0.5103 2.9801 1.2189
H -0.6293 2.0538 0.0364
H -0.0936 -0.9526 1.9039
H -0.1613 -2.4934 -0.0566
H -0.8397 -1.8287 -1.5601
H -1.8291 -1.8605 -0.0961
*
```

Energy relative to the best compared isomer or geometry (same formula, charge and spin) ... 112.8 kcal per mole
Gap between HOMO and LUMO (alpha / beta) ... 7.654 / 6.987 eV
LUMO energy (alpha / beta) ... 0.0318 / 0.0318 Ha
HOMO energy (alpha / beta) ... -6.788 / -6.122 eV

Mulliken population analysis, charges in e, atoms 1 to 2:
1 C -0.979
2 C -0.713


# C4H9NO

A single C4H9NO molecule at a distorted geometry (ωB97M-V/def2-TZVPD, OMol25).

Geometry as ORCA input:
```
! wB97M-V def2-TZVPD RIJCOSX def2/J DEFGRID3
* xyz 0 1
C -0.3463 -1.5253 -1.0824
O 0.3699 -1.7537 0.2420
C 0.4935 -0.5410 0.9048
C -0.7401 0.2084 1.2955
N -0.0431 0.4427 0.0679
C 0.5873 1.6341 -0.3654
H -0.2296 -0.6574 -1.7754
H 0.0645 -2.3761 -1.5828
H -1.4265 -1.5793 -0.9075
H 1.4246 -0.3680 1.4629
H -1.6909 -0.3213 1.2179
H -0.6943 1.0220 2.0130
H -0.1762 2.2560 -0.8386
H 1.3508 1.3912 -1.1181
H 1.0566 2.1677 0.4661
*
```

SMILES ... CO[C@@H]1CN1C
Energy relative to the best compared isomer or geometry (same formula, charge and spin) ... 90.0 kcal per mole
Gap between HOMO and LUMO ... 9.727 eV
LUMO energy ... 0.0379 Ha
HOMO energy ... -8.696 eV

Mulliken population analysis, charges in e, atoms 1 to 2:
1 C -0.647
2 O -0.417


# C4H9NO

2 unconnected molecules or ions with the total composition C4H9NO at a distorted geometry (ωB97M-V/def2-TZVPD, OMol25).

Geometry as ORCA input:
```
! wB97M-V def2-TZVPD RIJCOSX def2/J DEFGRID3
* xyz 0 1
C -0.5493 -0.3256 -1.4373
C -1.2242 -0.0106 -0.3634
C -2.1786 1.1323 -0.2077
H 0.1893 -1.1169 -1.4440
H -0.6927 0.2261 -2.3602
H -0.9033 -0.4242 0.5886
H -3.1971 0.9584 -0.5690
H -1.8059 2.0216 -0.7001
H -2.3417 1.3989 0.8393
N 2.2376 0.0127 0.6946
C 1.9803 -1.1630 1.3615
O 0.8587 -1.5333 1.6056
H 1.5338 0.2983 0.0292
H 3.1778 0.2445 0.4175
H 2.9153 -1.7192 1.5454
*
```

SMILES ... C=CC.NC=O
Energy relative to the best compared isomer or geometry (same formula, charge and spin) ... 34.9 kcal per mole
Gap between HOMO and LUMO ... 10.633 eV
LUMO energy ... 0.0342 Ha
HOMO energy ... -9.702 eV

Mulliken population analysis, charges in e, atoms 1 to 2:
1 C -0.907
2 C 0.238


# C4H9NO

A single C4H9NO molecule (ωB97M-V/def2-TZVPD, OMol25).

Geometry as ORCA input:
```
! wB97M-V def2-TZVPD RIJCOSX def2/J DEFGRID3
* xyz 0 1
C -0.1610 2.0711 0.0812
N 0.4471 0.7852 -0.2027
C -0.2155 -0.2813 -0.0467
C -1.6333 -0.5033 0.4092
O 0.3556 -1.4900 -0.2537
C 1.7571 -1.5146 -0.4742
H -1.1254 2.2240 -0.4230
H -0.3172 2.2152 1.1592
H 0.5160 2.8621 -0.2554
H -2.1240 0.4157 0.7314
H -2.2198 -0.9686 -0.3892
H -1.6062 -1.2117 1.2416
H 1.9988 -1.2833 -1.5161
H 2.0705 -2.5320 -0.2323
H 2.2573 -0.7884 0.1709
*
```

SMILES ... C/N=C(\C)OC
Energy relative to the best compared isomer or geometry (same formula, charge and spin) ... 31.5 kcal per mole
Gap between HOMO and LUMO ... 10.550 eV
LUMO energy ... 0.0385 Ha
HOMO energy ... -9.503 eV

Mulliken population analysis, charges in e, atoms 1 to 2:
1 C -0.911
2 N -0.549


# C4H9NO

A single C4H9NO molecule (ωB97M-V/def2-TZVPD, OMol25).

Geometry as ORCA input:
```
! wB97M-V def2-TZVPD RIJCOSX def2/J DEFGRID3
* xyz 0 1
C 0.4021 -1.6797 -0.3379
C -0.5342 -1.0011 0.6460
N -0.0546 0.2926 1.1341
C 0.1752 1.4713 0.4982
C -0.0571 1.5403 -0.9977
O 0.5555 2.4548 1.1153
H 0.4637 -1.2140 -1.3136
H 1.4249 -1.7626 0.0281
H 0.0703 -2.7091 -0.5205
H -0.6089 -1.6396 1.5286
H -1.5110 -0.8587 0.1975
H 0.1105 0.3982 2.1248
H -0.6447 2.4325 -1.2059
H -0.6802 0.7154 -1.3637
H 0.8887 1.5598 -1.5334
*
```

SMILES ... CCNC(C)=O
Energy relative to the best compared isomer or geometry (same formula, charge and spin) ... 9.7 kcal per mole
Gap between HOMO and LUMO ... 10.462 eV
LUMO energy ... 0.0331 Ha
HOMO energy ... -9.562 eV

Mulliken population analysis, charges in e, atoms 1 to 2:
1 C -1.015
2 C -0.515